Record 1
58
Properties=species:S:1:pos:R:3 method="wB97M-V/def2-TZVPD" homo_ev=-8.18 lumo_ev=0.1 smiles="CCOc1ccccc1CN1CCN(Cc2csc(C(C)=O)c2)C[C@H]1CCO" total_energy_ev=-43258.4298 orbital_gap_ev=8.25 largest_force_ev_per_a=0.84 total_charge=0 relative_energy_kj_mol=152.6
C -0.19 5.30 2.75
C 0.96 4.37 2.37
O 0.54 3.25 1.62
C 0.23 3.39 0.30
C 0.40 4.55 -0.45
C 0.07 4.58 -1.79
C -0.45 3.46 -2.41
C -0.62 2.30 -1.67
C -0.28 2.25 -0.33
C -0.45 0.97 0.46
N 0.85 0.38 0.75
C 1.56 -0.08 -0.42
C 1.04 -1.42 -0.96
N 1.12 -2.41 0.10
C 0.87 -3.77 -0.35
C -0.51 -4.00 -0.88
C -1.58 -4.39 -0.12
S -3.05 -4.47 -1.00
C -2.24 -3.95 -2.45
C -2.93 -3.77 -3.72
C -4.40 -4.11 -3.73
O -2.34 -3.38 -4.71
C -0.90 -3.75 -2.21
C 0.30 -2.00 1.22
C 0.80 -0.66 1.77
C 2.17 -0.84 2.44
C 2.86 0.49 2.75
O 2.01 1.41 3.39
H -0.67 5.71 1.86
H 0.18 6.12 3.36
H -0.94 4.74 3.31
H 1.40 3.94 3.27
H 1.75 4.92 1.84
H 0.80 5.45 0.01
H 0.21 5.50 -2.35
H -0.72 3.49 -3.45
H -1.02 1.42 -2.15
H -0.93 1.22 1.41
H -1.12 0.30 -0.10
H 2.61 -0.20 -0.15
H 1.48 0.69 -1.20
H 0.01 -1.30 -1.34
H 1.68 -1.74 -1.79
H 1.61 -4.00 -1.13
H 1.05 -4.43 0.51
H -1.58 -4.65 0.92
H -4.92 -3.49 -3.00
H -4.81 -3.93 -4.72
H -4.54 -5.15 -3.45
H -0.23 -3.43 -2.99
H -0.77 -1.91 0.94
H 0.37 -2.76 2.00
H 0.10 -0.33 2.55
H 2.02 -1.40 3.37
H 2.82 -1.44 1.79
H 3.70 0.32 3.43
H 3.26 0.93 1.82
H 1.36 1.70 2.73


Record 2
27
Properties=species:S:1:pos:R:3 method="wB97M-V/def2-TZVPD" homo_ev=-12.49 lumo_ev=-4.9 total_energy_ev=-19014.3333 orbital_gap_ev=7.63 largest_force_ev_per_a=6.61 total_charge=+1 relative_energy_kj_mol=366.6
C -2.95 0.25 0.40
C -2.31 1.42 0.24
C -2.67 2.62 1.11
C -1.23 1.72 -0.78
C -0.06 0.75 -0.70
N 1.01 1.20 -0.12
N 1.96 0.38 0.11
C 2.01 -0.97 -0.08
N 3.04 -1.65 0.40
C 4.21 -0.96 1.17
N 0.94 -1.51 -0.68
N 0.51 -2.69 -0.98
C -0.62 -2.61 -1.58
O -1.04 -1.32 -1.70
C -0.18 -0.57 -1.12
H -2.95 -0.56 -0.26
H -3.78 0.18 1.08
H -1.78 3.22 1.21
H -3.52 3.18 0.50
H -2.99 2.13 2.13
H -1.63 1.56 -1.85
H -1.04 2.75 -0.66
H 3.18 -2.67 0.19
H 3.73 0.03 1.33
H 4.28 -1.54 2.10
H 5.15 -1.02 0.54
H -1.29 -3.30 -2.02


Record 3
40
Properties=species:S:1:pos:R:3 method="wB97M-V/def2-TZVPD" homo_ev="-4.14 / -6.58" multiplicity=5 lumo_ev="0.6 / 0.6" total_energy_ev=-65231.0012 orbital_gap_ev="4.74 / 7.14" largest_force_ev_per_a=2.37 total_charge=0
Fe -0.80 0.58 -1.14
H -0.34 -1.24 3.49
H -0.04 -0.58 3.66
P -1.61 -1.63 -0.54
P -0.32 2.26 0.56
C 1.00 2.94 -0.48
H 1.10 4.01 -0.22
H 1.93 2.39 -0.26
H 0.74 2.80 -1.54
C -1.63 3.51 0.57
H -2.41 3.19 1.27
H -1.19 4.46 0.89
H -2.04 3.58 -0.43
C 0.38 2.51 2.24
H 1.39 2.08 2.31
H 0.44 3.59 2.41
H -0.26 2.06 3.01
C -3.32 -1.75 -1.11
H -3.60 -2.80 -1.26
H -3.97 -1.30 -0.37
H -3.41 -1.20 -2.05
C -0.63 -2.44 -1.83
H 0.38 -2.60 -1.47
H -1.10 -3.39 -2.09
H -0.58 -1.79 -2.70
C -1.58 -2.94 0.74
H -2.07 -2.62 1.66
H -2.13 -3.82 0.37
H -0.56 -3.25 0.98
H -1.49 0.42 0.20
H -2.30 0.85 -0.44
C 3.09 -1.74 -0.09
C 2.86 -0.54 -0.98
N 4.02 0.07 -1.35
O 1.77 -0.12 -1.37
H 4.07 -2.16 -0.25
H 2.32 -2.50 -0.31
H 2.99 -1.43 0.96
H 3.98 0.79 -2.05
H 4.92 -0.28 -1.00


Record 4
13
Properties=species:S:1:pos:R:3 method="wB97M-V/def2-TZVPD" homo_ev="-7.96 / -7.96" lumo_ev="-0.1 / -0.1" total_energy_ev=-18435.4402 orbital_gap_ev="7.83 / 7.83" largest_force_ev_per_a=4.90 total_charge=0 relative_energy_kj_mol=278.2
C 2.02 1.38 1.37
C -0.44 1.42 -0.80
C -1.15 0.13 -0.90
N 1.06 2.21 0.86
N 0.24 1.60 0.15
N -0.19 -0.88 -0.45
N 0.25 -0.63 0.80
P 1.82 -0.31 1.39
H 3.01 1.87 1.63
H -2.05 0.18 -0.23
H -1.58 -0.06 -1.98
H 0.59 -0.94 -0.99
H -0.44 -1.10 1.52


Record 5
46
Properties=species:S:1:pos:R:3 method="wB97M-V/def2-TZVPD" homo_ev="-7.95 / -8.49" multiplicity=2 lumo_ev="-0.2 / -0.2" total_energy_ev=-60100.0940 orbital_gap_ev="7.74 / 8.29" largest_force_ev_per_a=3.53 total_charge=0
C -0.24 2.18 -0.82
C 0.56 1.89 -1.97
C -0.09 0.84 -2.71
H 1.53 2.34 -2.20
C -1.32 0.51 -2.02
C -1.45 1.41 -0.90
H -2.32 1.52 -0.26
H -0.01 2.88 -0.02
H 0.30 0.38 -3.62
H -2.01 -0.31 -2.23
C 0.23 -1.95 1.76
C 0.52 -0.63 2.22
C -0.57 0.23 1.85
H 1.35 -0.35 2.84
C -1.53 -0.57 1.14
C -0.98 -1.88 1.03
H -1.42 -2.70 0.48
H 0.81 -2.85 2.01
H -0.70 1.28 2.13
H -2.51 -0.27 0.77
Ce 0.50 -0.23 -0.35
O -0.45 -2.41 -1.30
C 0.11 -2.88 -2.54
C -1.39 -2.74 -2.59
H 0.72 -2.11 -3.03
H 0.48 -3.92 -2.48
H -1.83 -1.83 -3.05
H -3.59 -3.18 -4.14
C -3.32 -4.05 -3.54
C -2.26 -3.94 -2.60
C -1.97 -5.08 -1.80
H -1.17 -5.00 -1.05
C -2.74 -6.24 -1.89
H -2.51 -7.08 -1.23
C -3.78 -6.33 -2.83
H -4.30 -7.29 -2.95
C -4.05 -5.24 -3.66
H -4.84 -5.32 -4.41
F 2.73 4.19 2.79
C 2.01 3.23 2.20
F 1.49 2.40 3.14
F 0.98 3.82 1.52
S 3.06 2.20 1.01
O 3.31 3.04 -0.14
O 4.17 1.77 1.83
O 2.14 1.03 0.62


Record 6
23
Properties=species:S:1:pos:R:3 method="wB97M-V/def2-TZVPD" homo_ev="-6.41 / -7.31" lumo_ev="0.5 / 0.5" total_energy_ev=-11471.1919 orbital_gap_ev="6.95 / 7.86" largest_force_ev_per_a=2.82 total_charge=0 relative_energy_kj_mol=634.7
C 1.39 0.04 0.61
C -1.45 -0.71 1.41
C 1.96 1.41 0.82
C -0.91 -0.08 -2.42
N -0.59 0.46 1.29
C 0.85 -0.41 -0.63
N 0.98 -1.77 -0.98
C -0.07 0.39 -1.28
O -1.28 1.61 1.75
H -2.15 1.34 2.08
H 1.88 -0.74 1.20
H 1.35 -2.35 -0.24
H 0.17 -2.20 -1.40
H -0.07 1.45 -1.07
H -2.52 -0.53 1.27
H -1.16 -1.46 0.68
H -1.34 -1.16 2.41
H 2.94 1.51 0.32
H 1.31 2.20 0.45
H 2.11 1.60 1.88
H -1.57 0.72 -2.78
H -0.30 -0.42 -3.26
H -1.55 -0.92 -2.13


Record 7
18
Properties=species:S:1:pos:R:3 method="wB97M-V/def2-TZVPD" homo_ev="-6.34 / -7.12" lumo_ev="0.4 / 1.0" total_energy_ev=-7422.1839 orbital_gap_ev="6.73 / 8.10" largest_force_ev_per_a=0.80 total_charge=0 relative_energy_kj_mol=494.7
C -1.56 0.11 0.21
C -1.26 1.55 0.38
O -0.26 -0.81 1.49
H -0.22 -0.84 2.48
H -2.33 -0.32 0.83
H -1.51 -0.31 -0.78
H -1.18 1.83 1.43
H -0.34 1.84 -0.13
H -2.07 2.15 -0.06
C 1.26 0.16 -1.49
C 0.78 -1.00 -0.70
C 1.09 -1.21 0.67
H 0.35 -1.83 -1.25
H 1.74 0.91 -0.86
H 0.45 0.67 -2.03
H 2.00 -0.12 -2.26
H 1.22 -2.24 0.99
H 1.85 -0.55 1.08


Record 8
22
Properties=species:S:1:pos:R:3 method="wB97M-V/def2-TZVPD" homo_ev="-6.55 / -8.03" lumo_ev="0.2 / 0.4" total_energy_ev=-7135.8845 orbital_gap_ev="6.76 / 8.42" largest_force_ev_per_a=2.88 total_charge=0 relative_energy_kj_mol=533.3
B 0.03 0.37 -0.45
C -2.42 0.28 -1.43
C -1.81 -0.80 0.72
C 2.58 0.20 -0.92
C 1.46 0.10 1.33
C -1.46 0.38 -0.28
C 1.40 -0.31 -0.12
H 0.33 3.00 -1.26
H -3.41 0.72 -1.08
H -2.51 -0.80 -1.58
H -2.08 0.79 -2.36
H -1.10 -1.66 0.54
H -1.49 -0.42 1.69
H -2.83 -1.05 0.74
H 2.60 -0.15 -1.95
H 3.54 0.02 -0.55
H 2.60 1.32 -0.87
H 2.49 0.53 1.44
H 0.65 0.86 1.47
H 1.29 -0.84 1.86
H -1.74 1.24 0.29
H 1.27 -1.41 -0.10


Record 9
30
Properties=species:S:1:pos:R:3 method="wB97M-V/def2-TZVPD" homo_ev="-1.62 / -2.79" multiplicity=2 lumo_ev="2.5 / 2.5" total_energy_ev=-71099.0424 orbital_gap_ev="4.14 / 5.31" largest_force_ev_per_a=4.41 total_charge=-1 relative_energy_kj_mol=73.8
Ti -1.06 0.70 0.72
Cl 0.54 2.31 0.36
Cl -1.73 -1.46 1.03
C -1.87 1.44 2.23
H -2.64 1.00 2.91
H -2.11 2.55 2.19
C -1.08 -0.19 -1.84
C -1.96 0.56 -1.20
H -1.03 -1.26 -1.61
C -2.03 2.08 -1.35
H -2.77 0.17 -0.54
C -1.68 2.52 -2.78
H -2.97 2.49 -0.94
H -1.20 2.51 -0.71
C -0.33 1.89 -3.19
H -2.45 2.15 -3.48
H -1.62 3.62 -2.84
C -0.15 0.37 -2.86
H -0.24 1.97 -4.28
H 0.49 2.48 -2.75
H -0.28 -0.20 -3.79
H 0.87 0.19 -2.47
S 3.54 -1.03 0.37
C 2.82 -1.79 1.77
C 1.50 -1.41 1.91
N 1.07 -0.50 0.95
C 2.04 -0.25 0.06
H 3.36 -2.48 2.40
H 0.83 -1.76 2.69
H 2.00 0.48 -0.73


Record 10
6
Properties=species:S:1:pos:R:3 method="wB97M-V/def2-TZVPD" homo_ev=-9.42 lumo_ev=-2.0 total_energy_ev=-146361.4102 orbital_gap_ev=7.38 largest_force_ev_per_a=6.05 total_charge=0 relative_energy_kj_mol=349.2
C 2.24 0.18 -0.61
C -0.77 -0.13 0.39
N 1.13 -0.05 -0.57
F -0.11 -0.20 1.52
Br -1.43 -1.47 -0.59
Br -1.06 1.67 -0.15


Record 11
19
Properties=species:S:1:pos:R:3 method="wB97M-V/def2-TZVPD" homo_ev=-12.51 lumo_ev=-3.6 total_energy_ev=-8805.8881 orbital_gap_ev=8.92 largest_force_ev_per_a=0.86 total_charge=+1 relative_energy_kj_mol=178.1
N 1.39 -2.52 2.06
C 0.60 -1.76 1.33
N -0.10 -0.76 1.78
H 1.54 -2.41 3.05
H 1.93 -3.23 1.60
H 0.44 -2.09 0.31
H -0.58 -0.11 1.12
H 0.09 -0.47 2.73
N 0.24 1.64 -2.85
C -0.55 0.78 -1.97
C -1.41 1.56 0.26
C -0.39 1.25 -0.55
H 0.15 1.34 -3.81
H 1.22 1.49 -2.63
H -0.18 -0.26 -1.97
H -1.60 0.75 -2.26
H -1.23 1.93 1.26
H -2.42 1.57 -0.13
H 0.63 1.48 -0.26


Record 12
17
Properties=species:S:1:pos:R:3 method="wB97M-V/def2-TZVPD" homo_ev="-5.49 / -10.55" multiplicity=3 lumo_ev="0.3 / -1.1" total_energy_ev=-16312.2536 orbital_gap_ev="5.77 / 9.47" largest_force_ev_per_a=5.79 total_charge=0 relative_energy_kj_mol=158.3
C 2.76 -0.07 -0.50
C -0.81 -0.40 -0.63
C -2.08 -0.72 0.10
C -2.28 0.78 0.02
C 1.40 0.55 -0.24
N 0.41 -0.45 0.02
O 3.75 0.62 -0.62
O 2.83 -1.42 -0.69
F -3.00 -1.49 -0.62
F -2.92 1.29 -1.06
H -0.97 -0.29 -1.62
H -1.79 -0.99 1.16
H -1.63 1.38 0.62
H 1.06 1.11 -1.28
H 1.37 1.23 0.62
H 0.58 -0.77 0.93
H 2.05 -1.76 -0.26


Record 13
6
Properties=species:S:1:pos:R:3 method="wB97M-V/def2-TZVPD" homo_ev=-13.51 lumo_ev=-1.0 smiles=N#CC#N.N#N total_energy_ev=-8031.4943 orbital_gap_ev=12.51 largest_force_ev_per_a=9.92 total_charge=0 relative_energy_kj_mol=204.1
N -2.08 1.60 2.89
C -1.42 1.17 2.09
C -0.40 0.41 0.78
N 0.33 0.02 -0.03
N 1.78 -1.62 -2.65
N 2.27 -1.81 -3.61


Record 14
81
Properties=species:S:1:pos:R:3 method="wB97M-V/def2-TZVPD" homo_ev=-10.84 lumo_ev=-2.9 total_energy_ev=-223989.3772 orbital_gap_ev=7.89 largest_force_ev_per_a=0.75 total_charge=+1 relative_energy_kj_mol=0.0
Bi -0.15 -0.19 0.04
C -3.07 -2.24 -3.15
C -2.36 -1.63 -1.99
N -1.08 -1.65 -1.87
O -0.44 -2.32 -2.89
C -3.15 -0.99 -0.92
C -4.65 -0.98 -0.96
N -2.50 -0.38 0.03
O -3.09 0.22 0.99
H -2.40 -2.31 -4.00
H -3.95 -1.66 -3.42
H -3.40 -3.25 -2.90
H 0.39 -1.83 -3.05
H -5.05 -1.98 -1.12
H -5.01 -0.34 -1.77
H -5.02 -0.58 -0.02
C 3.66 0.04 2.92
As 1.87 0.38 2.25
C 0.97 0.14 3.98
C 1.81 2.32 2.08
C 2.99 3.07 2.13
C 2.95 4.45 1.99
C 1.74 5.10 1.80
C 0.57 4.36 1.74
C 0.59 2.97 1.86
As -1.07 1.96 1.65
C -1.89 2.08 3.40
C -2.23 3.23 0.76
H 3.85 0.71 3.76
H 4.41 0.17 2.15
H 3.68 -0.99 3.26
H 1.15 1.02 4.61
H 1.40 -0.74 4.46
H -0.09 -0.03 3.86
H 3.94 2.58 2.28
H 3.87 5.02 2.03
H 1.71 6.17 1.69
H -0.37 4.88 1.57
H -1.94 3.14 3.64
H -1.34 1.56 4.18
H -2.89 1.67 3.31
H -2.52 3.99 1.48
H -3.10 2.69 0.42
H -1.72 3.68 -0.09
F 3.21 2.84 -3.34
C 2.88 1.77 -4.04
F 3.98 1.11 -4.39
F 2.22 2.13 -5.14
S 1.81 0.64 -3.01
O 2.07 1.03 -1.64
O 2.18 -0.69 -3.40
N 0.33 0.89 -3.47
S -0.52 2.05 -2.81
O 0.04 3.37 -2.88
O -1.09 1.64 -1.53
C -1.97 1.99 -3.94
F -2.82 2.94 -3.56
F -1.60 2.19 -5.19
F -2.56 0.80 -3.83
C -3.31 -3.64 1.44
N -2.15 -4.01 0.62
C -2.13 -5.03 -0.31
C -0.90 -5.04 -0.85
N -0.17 -4.02 -0.24
C -0.96 -3.40 0.67
S -0.62 -2.15 1.79
C 1.19 -3.72 -0.57
C 1.99 -4.70 -1.14
C 3.29 -4.37 -1.45
C 3.76 -3.10 -1.18
C 2.87 -2.19 -0.62
N 1.61 -2.50 -0.32
H -4.20 -4.08 0.98
H -3.40 -2.56 1.47
H -3.19 -4.02 2.45
H -2.98 -5.65 -0.51
H -0.50 -5.64 -1.64
H 1.62 -5.70 -1.33
H 3.95 -5.12 -1.89
H 4.77 -2.80 -1.42
H 3.17 -1.17 -0.42


Record 15
64
Properties=species:S:1:pos:R:3 method="wB97M-V/def2-TZVPD" homo_ev=-14.52 lumo_ev=-9.8 total_energy_ev=-52918.0312 orbital_gap_ev=4.68 largest_force_ev_per_a=0.84 total_charge=+3
Ta 0.97 -0.17 1.06
C 1.99 -2.71 -2.38
C 1.49 -2.49 -1.00
O 1.11 -1.33 -0.64
N 1.44 -3.51 -0.17
C 1.10 -3.44 1.26
C 2.26 -2.89 2.05
C 3.01 -3.69 2.89
C 4.10 -3.13 3.55
C 4.42 -1.81 3.32
C 3.62 -1.07 2.47
N 2.56 -1.59 1.85
H 1.80 -1.82 -2.98
H 1.52 -3.58 -2.84
H 3.07 -2.88 -2.35
H 1.77 -4.40 -0.53
H 0.86 -4.45 1.58
H 0.20 -2.84 1.38
H 2.74 -4.72 3.04
H 4.69 -3.74 4.22
H 5.27 -1.34 3.80
H 3.83 -0.02 2.27
C -2.20 2.94 8.16
C -1.87 2.21 6.90
C -2.86 1.52 6.19
C -2.57 0.85 5.02
C -1.26 0.89 4.55
C -0.24 1.56 5.23
C -0.56 2.21 6.41
S -0.90 0.08 3.07
O -2.02 -0.68 2.62
O 0.43 -0.65 3.10
N -0.34 1.15 1.97
C -0.98 1.65 0.84
C -2.07 2.49 0.72
C -2.41 2.88 -0.57
C -1.66 2.44 -1.66
C -0.60 1.58 -1.45
N -0.28 1.18 -0.21
H -3.06 2.49 8.67
H -2.46 3.97 7.93
H -1.36 2.96 8.85
H -3.87 1.50 6.57
H -3.33 0.31 4.48
H 0.77 1.56 4.86
H 0.21 2.73 6.96
H -2.61 2.83 1.59
H -3.24 3.55 -0.72
H -1.91 2.76 -2.66
H 0.02 1.21 -2.25
C -0.21 0.11 -6.20
C -0.55 0.38 -7.48
C 0.28 1.24 -8.29
C -0.05 1.48 -9.59
C -1.20 0.88 -10.12
C -2.04 0.04 -9.37
C -1.72 -0.22 -8.07
H 0.68 0.54 -5.76
H -0.82 -0.55 -5.59
H 1.17 1.68 -7.85
H 0.56 2.11 -10.22
H -1.46 1.07 -11.16
H -2.91 -0.40 -9.83
H -2.34 -0.86 -7.46


Record 16
15
Properties=species:S:1:pos:R:3 method="wB97M-V/def2-TZVPD" homo_ev=-9.39 lumo_ev=1.0 smiles="CCN(C)C=O" total_energy_ev=-7831.0177 orbital_gap_ev=10.36 largest_force_ev_per_a=0.65 total_charge=0 relative_energy_kj_mol=125.6
C 1.75 -0.10 0.05
C 0.65 0.38 -0.89
N -0.73 0.21 -0.37
C -1.27 -1.08 0.08
C -1.12 1.15 0.57
O -0.40 1.86 1.23
H 2.74 0.03 -0.40
H 1.62 -1.16 0.29
H 1.71 0.48 0.98
H 0.74 -0.10 -1.87
H 0.78 1.45 -1.07
H -0.46 -1.79 0.31
H -1.99 -1.54 -0.61
H -1.79 -0.94 1.04
H -2.23 1.16 0.66